1.
Density functional theory data (ωB97M-V with the def2-TZVPD basis set) for C12H10CdN8O4S as an isolated structure.

```
36
Properties=species:S:1:pos:R:3:forces:R:3:mulliken_charge:R:1
Cd 0.3881 -0.3693 -0.8490 0.013 0.190 0.298 1.3290
O -0.0714 -4.9354 -0.0238 0.131 0.170 -0.033 -0.4384
C -0.0722 -3.6225 -0.2697 -0.300 -0.119 0.032 0.1125
O 0.9240 -2.9515 -0.3489 0.095 0.031 -0.007 -0.6185
C -1.4532 -3.0574 -0.4220 0.199 0.014 0.011 0.5120
C -2.6072 -3.7904 -0.2532 -0.113 -0.009 0.008 -0.3956
C -3.8229 -3.1215 -0.3785 0.008 -0.043 0.004 -0.3493
C -3.8310 -1.7689 -0.6554 -0.021 -0.007 0.007 -0.4791
C -2.6169 -1.1104 -0.8242 0.046 -0.143 0.031 0.4566
N -1.4656 -1.7581 -0.7125 -0.056 0.122 -0.051 -0.2406
C -2.5664 0.3865 -1.1369 0.081 0.023 -0.234 0.2856
O -3.6207 0.9944 -1.0793 0.028 0.063 0.025 -0.6529
O -1.4091 0.8354 -1.4530 -0.071 0.010 0.106 -0.9072
H 0.8563 -5.2030 0.0711 0.022 -0.074 0.008 0.3998
H -2.5542 -4.8440 -0.0243 -0.012 -0.003 -0.001 0.4869
H -4.7518 -3.6613 -0.2521 -0.001 0.004 0.004 0.4358
H -4.7399 -1.1922 -0.7468 -0.005 -0.010 -0.001 0.4941
C 1.2048 5.1512 0.5180 0.004 -0.003 0.038 -1.2658
C 1.0154 3.9316 1.3383 -0.030 0.033 0.052 0.9295
N 1.0552 3.8642 2.6304 -0.046 -0.218 -0.136 -0.7585
N 0.8241 2.5396 2.8958 0.033 0.128 0.211 0.2068
C 0.6547 1.7814 1.8111 -0.050 -0.118 -0.006 0.2984
S 0.3205 0.1267 1.7764 0.099 0.169 -0.057 -0.5652
N 0.7789 2.6836 0.7987 0.037 -0.070 -0.256 0.3663
N 0.7006 2.3349 -0.5423 -0.115 -0.061 0.208 -0.7151
H 1.3187 6.0020 1.1841 -0.004 -0.001 -0.005 0.3545
H 0.3469 5.3171 -0.1341 -0.001 -0.010 0.007 0.3186
H 2.0987 5.0733 -0.1031 -0.004 -0.011 0.007 0.3250
H 0.7917 2.2078 3.8441 0.004 0.019 0.012 0.1620
H 1.3903 2.8360 -1.0831 0.031 -0.024 -0.032 0.1985
H -0.2526 2.4258 -0.8933 0.011 0.035 -0.096 0.3551
N 2.3762 -0.2721 -1.5746 0.037 -0.018 -0.141 -0.7630
C 3.4162 -0.6488 -1.1680 -0.188 -0.316 -0.112 0.7849
N 4.5630 -0.9331 -0.7415 0.345 0.315 0.193 -0.6295
C 5.1277 -2.1219 -0.6575 -0.191 -0.124 -0.087 0.4920
N 5.6832 -3.1299 -0.5409 -0.017 0.055 -0.008 -0.5254
```
Forces are in eV/Å.

Its net charge is 0. The calculation puts the energy above the lowest of the compared OMol25 structures with the same formula, charge and spin at 8.6 kcal per mole. For the lowest unoccupied orbital energy, the calculation gives -0.02702 Eh. Its multiplicity is 1. The molar mass is 474.74 u.

---

2.
Density functional theory data (ωB97M-V with the def2-TZVPD basis set) for C12H10F9NOPd as an isolated structure.

```
34
Properties=species:S:1:pos:R:3:forces:R:3:mulliken_charge:R:1
C 0.0525 -1.2477 -1.8519 0.070 -0.969 -1.705 -0.7093
C -1.2692 -1.3965 -1.3457 -1.468 -1.249 -1.702 -0.4518
C -1.2155 -2.1941 -0.1621 -1.232 -1.318 -0.145 -0.8026
C 0.1556 -2.5312 0.0774 0.903 -2.431 -0.275 -0.5178
C 0.9476 -1.9390 -0.9741 0.765 -2.209 -0.955 -0.6436
Pd -0.0449 -0.5280 0.0515 1.221 8.511 3.957 0.3113
C -0.9453 1.7453 -1.0968 -0.562 0.037 0.221 -0.8213
C 0.4421 1.9631 -1.4962 1.208 -0.040 -0.882 0.7238
C 0.7679 2.6111 -2.6905 -0.424 -0.328 0.380 -1.2101
N 1.3264 1.3905 -0.6558 -0.546 -0.528 0.981 -0.3753
H -2.0705 -2.4516 0.4620 0.305 -0.036 -0.171 0.3753
H -2.1533 -0.9628 -1.7898 -0.012 -0.141 -0.003 0.4071
H 0.5465 -3.0822 0.9265 -0.131 -0.052 -0.205 0.4754
H 2.0253 -1.9232 -1.0501 -0.044 -0.255 -0.056 0.3934
H 0.3320 -0.6793 -2.7341 -0.032 0.039 0.285 0.5138
H -1.7130 1.5982 -1.8724 0.356 0.256 0.374 0.2997
H 2.2800 1.2610 -1.0010 -0.384 0.442 -0.260 0.0523
H -1.2647 2.1059 -0.1203 0.057 -0.194 -0.120 0.1788
H -0.0489 2.9987 -3.2972 0.362 0.134 -0.119 0.2724
H 1.8216 2.7327 -2.9478 -0.272 0.054 -0.235 0.2728
F -1.4516 1.9756 3.5028 -0.119 -0.746 0.674 -0.2468
C -1.3315 0.7020 3.9469 0.386 -0.193 -0.871 0.4996
F -1.4545 0.7152 5.2986 -0.405 0.166 -0.106 -0.2847
F -2.3754 0.0013 3.4266 0.263 0.631 0.690 -0.2528
C 0.0113 0.0635 3.4116 -0.035 1.115 -1.300 0.8543
O 0.0359 0.3236 2.1028 -0.073 -0.828 1.654 -0.5671
C 1.2684 0.8266 3.9995 -0.319 -0.161 -0.975 0.4672
F 1.3610 0.8282 5.3550 0.328 0.170 -0.118 -0.2829
F 2.3895 0.2463 3.4960 -0.396 0.571 0.710 -0.2502
F 1.2601 2.1154 3.5805 0.188 -0.825 0.699 -0.2408
C 0.0639 -1.4553 3.8918 -0.042 0.513 -1.203 0.3697
F 0.0358 -1.5673 5.2428 0.014 -0.372 -0.257 -0.2881
F -0.9858 -2.1530 3.3870 0.664 0.142 0.549 -0.2562
F 1.1859 -2.0651 3.4409 -0.594 0.097 0.489 -0.2656
```
Forces are in eV/Å.

Its net charge is -2. For the lowest unoccupied orbital energy (spin up / spin down), the calculation gives 0.20420 / 0.20410 Eh. Its multiplicity is 3. The molar mass is 461.62 u. The expectation value of S² is 2.0164.

---

3.
Density functional theory data (ωB97M-V with the def2-TZVPD basis set) for an isolated molecule of C12H11Br.

```
24
Properties=species:S:1:pos:R:3:forces:R:3:mulliken_charge:R:1
C 1.8658 -2.4680 0.1824 2.527 -0.727 -0.304 -0.4931
C 0.7264 -2.9978 0.7555 -0.651 0.217 -0.097 -0.5584
C 1.8790 -1.3305 -0.6056 1.127 1.056 -1.643 -0.1293
C -0.4789 -2.3738 0.5935 -2.060 0.896 -0.027 -0.5849
C 0.6975 -0.6836 -0.7751 -0.792 0.393 -0.227 0.0322
C -0.4955 -1.1789 -0.1153 0.559 0.685 -1.881 0.8395
C 0.5471 1.6606 -0.2628 -3.322 -1.597 -0.854 -0.7014
C -0.3748 1.8623 0.5988 0.118 -0.365 -0.989 0.4222
C -1.0937 0.3859 -1.8448 0.755 0.979 -0.565 -0.6091
C 0.3894 0.6011 -1.4970 -0.732 0.341 1.135 -0.2459
C -1.5572 -0.4109 -0.6284 -0.314 1.370 -0.873 -0.5615
C -1.3144 2.2118 1.6702 2.801 -3.525 -1.486 -1.2874
Br -3.3529 -0.4363 -0.0748 0.243 -0.224 -0.078 -0.1478
H 2.8557 -2.9545 0.2289 -0.804 -0.199 0.377 0.3194
H 0.6399 -3.9236 1.2484 0.793 -1.093 0.585 0.4433
H 2.7462 -0.9183 -1.2734 -1.233 -1.215 1.794 0.2696
H -1.5117 -2.7372 0.8662 1.560 -0.056 0.136 0.2592
H 1.4713 2.0234 -0.3896 3.460 1.815 0.195 0.5281
H -1.5385 1.3637 -2.1122 -0.355 -0.523 0.806 0.2938
H -0.9884 -0.0802 -2.8660 -0.728 -0.655 1.070 0.3690
H 0.9292 1.0522 -2.3622 0.168 -1.026 0.750 0.5390
H -2.2127 2.2542 1.1720 -2.573 0.686 -0.309 0.3226
H -0.8901 3.0184 2.1305 0.170 2.448 1.714 0.3907
H -1.2130 1.2861 2.2420 -0.715 0.317 0.771 0.2901
```
Forces are in eV/Å.

Its net charge is 0. For the lowest unoccupied orbital energy (spin up / spin down), the calculation gives 0.02275 / -0.01084 Eh. Its multiplicity is 1. The molar mass is 235.12 u.

---

4.
Density functional theory data (ωB97M-V with the def2-TZVPD basis set) for C12H11Br2F5N3O2ReTe as an isolated structure.

```
37
Properties=species:S:1:pos:R:3:forces:R:3:mulliken_charge:R:1
Re -0.4066 -0.4505 -0.3443 -0.196 -0.049 -0.414 1.4764
Br 6.1253 1.0801 -0.2122 -1.224 -0.277 -0.144 0.0403
C 4.2931 0.6596 -0.4218 0.826 -0.021 0.064 -0.1324
C 3.8783 -0.6265 -0.7909 -0.206 0.206 0.037 -0.7660
C 2.5283 -0.8944 -0.8687 0.788 -0.811 -0.406 -0.0516
N 1.5673 0.0133 -0.6080 0.425 0.599 -0.370 0.0233
C 1.9718 1.2932 -0.3552 0.568 0.447 0.284 0.7185
C 3.3087 1.6358 -0.2239 -0.594 -0.268 0.001 -0.5476
C 0.8547 2.2407 -0.2476 0.375 0.536 -0.065 0.9070
C 1.0116 3.6175 -0.2297 -0.184 -0.577 0.028 -0.6506
C -0.1227 4.4371 -0.2043 0.006 0.721 -0.109 -0.1149
Br 0.0508 6.3127 -0.2842 -0.135 -1.156 0.113 0.0537
C -1.3810 3.8186 -0.1643 0.182 -0.236 -0.017 -0.6385
C -1.4592 2.4432 -0.1879 -0.724 0.437 0.007 0.1086
N -0.3739 1.6382 -0.2530 0.722 -0.188 0.080 -0.3654
H 4.5998 -1.4073 -0.9946 -0.079 -0.009 -0.035 0.4890
H 2.1920 -1.8835 -1.1719 0.185 0.238 0.148 0.6673
H 3.6054 2.6303 0.0668 -0.054 0.153 -0.080 0.4675
H 1.9963 4.0597 -0.2656 0.018 -0.021 -0.002 0.4551
H -2.2827 4.4122 -0.1410 -0.091 -0.038 0.015 0.4626
H -2.4284 1.9598 -0.1806 0.086 0.041 0.009 0.2960
C -3.1554 -2.9674 -0.3443 -0.041 -0.358 0.043 -1.1348
C -3.3267 -1.4967 -0.2286 -2.227 -1.553 0.027 0.9524
N -4.5154 -0.9750 -0.0758 0.824 0.288 -0.018 -0.2373
O -2.2661 -0.7918 -0.2782 0.673 1.487 -0.212 -0.6460
H -4.0333 -3.4414 -0.7829 -0.018 0.074 -0.013 0.4409
H -3.0258 -3.3859 0.6607 -0.008 0.085 -0.019 0.3292
H -2.2756 -3.2301 -0.9365 -0.146 0.118 0.039 0.2435
H -5.3509 -1.5553 -0.0322 0.228 -0.071 -0.067 0.2761
H -4.6626 0.0232 0.0342 0.023 -0.061 0.004 0.2352
F 2.2059 -3.4655 1.0354 -1.726 0.217 -0.046 -0.3416
Te 0.4759 -2.8384 1.3781 0.772 -1.005 5.027 2.0797
F -0.5724 -4.3766 1.1869 1.107 1.213 -0.265 -0.3345
F 1.3138 -1.1172 1.7651 -1.023 -1.435 -0.592 -0.3741
F 0.6302 -3.2095 3.1792 0.072 0.079 -1.129 -0.2852
F -1.1396 -1.8510 1.8871 1.283 -0.635 -0.875 -0.4688
O 0.1708 -2.3109 -0.3646 -0.487 1.829 -1.047 -0.6329
```
Forces are in eV/Å.

Its net charge is +3. The calculation puts the energy above the lowest of the compared OMol25 structures with the same formula, charge and spin at 36.3 kcal per mole. For the lowest unoccupied orbital energy (spin up / spin down), the calculation gives -0.51067 / -0.47848 Eh. Its multiplicity is 4. The molar mass is 797.84 u. The expectation value of S² is 3.7770.

---

Number 1: E -48117.7444 eV. Number 2: E -44075.9153 eV. Number 3: E -82659.6325 eV. Number 4: E -184253.6887 eV.